Record 1
50
Properties=species:S:1:pos:R:3:forces:R:3 method="wB97M-V/def2-TZVPD" gap_ev=6.55 smiles="COCCO[C@H](C)[PH2]=S.O=C1C=C(O)C(=O)C=C1O.O=C1C=C(O)C(=O)C=C1O" e_tot_ev=-58563.315 e_homo_ev=-8.4923 spin_multiplicity=1
C -0.641857 0.973048 1.398386 -0.883 -0.816 0.468
O -0.403843 0.043777 0.260007 2.432 1.516 0.412
C 0.999453 0.229197 -0.195195 0.080 0.919 -0.574
C 1.291564 -0.527328 -1.619985 -1.264 1.273 0.134
O 1.241700 -1.996475 -1.570923 2.028 1.057 0.271
C 2.557646 -2.595868 -1.302174 0.112 -0.217 -1.027
C 3.622467 -2.462998 -2.579929 0.299 0.976 1.033
P 2.236502 -4.510632 -1.138147 0.487 0.308 0.342
S 3.259312 -5.338942 0.295544 -0.045 0.100 0.060
H 0.189053 1.786449 1.529275 -1.562 -1.483 -0.436
H -0.675019 0.292305 2.362375 0.015 1.816 -2.012
H -1.703694 1.471844 1.194546 2.361 -0.989 0.612
H 1.102468 1.398754 -0.411559 0.049 -2.366 0.205
H 1.796733 0.002947 0.649829 -1.670 0.065 -1.590
H 2.278011 -0.075321 -2.057794 -1.722 -1.212 0.896
H 0.417412 -0.192365 -2.359667 1.994 -0.936 1.739
H 3.033716 -2.170195 -0.310938 -0.990 -1.108 -1.895
H 4.599882 -1.972744 -2.101177 -2.013 -1.126 -1.443
H 3.891229 -3.494603 -3.062646 -0.536 2.094 0.936
H 3.153762 -1.735430 -3.372686 0.994 -1.508 1.498
H 0.813827 -4.705419 -1.011492 0.687 0.358 -0.407
H 2.640306 -5.164310 -2.389154 -0.799 0.989 0.679
C -3.276562 -0.919131 6.941475 -0.119 -0.329 0.025
C -2.583029 -0.001714 6.264658 -0.176 1.548 1.043
C -1.905644 -0.335425 4.981140 0.484 -0.076 -0.801
O -1.291484 0.533477 4.372182 -0.495 -0.321 0.917
C -1.999771 -1.719720 4.491787 0.155 0.449 -0.043
C -2.690454 -2.637819 5.170531 0.187 -1.679 -1.056
C -3.390510 -2.297096 6.439374 -0.634 -0.162 0.953
O -4.032857 -3.158055 7.031236 0.570 0.450 -0.662
O -2.780753 -3.941293 4.717764 -0.333 1.615 1.247
O -2.469287 1.294843 6.731697 0.295 -1.493 -1.252
H -3.775708 -0.689702 7.874500 0.027 -0.019 -0.065
H -1.487939 -1.953066 3.566954 -0.032 -0.006 0.030
H -3.333593 -4.409931 5.380521 0.219 0.185 -0.272
H -1.921534 1.764846 6.065858 -0.232 -0.189 0.275
C -0.555844 2.450007 -3.725682 0.426 -0.228 0.030
C -1.305359 3.474641 -4.136864 -1.850 -0.403 0.630
C -0.713954 4.608666 -4.899664 0.064 0.993 -0.560
O -1.431353 5.526932 -5.280637 0.291 -0.824 0.425
C 0.733015 4.580950 -5.164444 -0.328 0.148 -0.022
C 1.482945 3.557905 -4.750163 1.731 0.471 -0.576
C 0.886577 2.411120 -4.011676 -0.208 -0.781 0.472
O 1.598350 1.476387 -3.659806 -0.149 0.978 -0.565
O 2.843879 3.526756 -4.993231 -1.724 -0.679 0.697
O -2.661320 3.519427 -3.869497 1.825 0.620 -0.746
H -0.973078 1.618132 -3.172310 -0.006 0.052 -0.018
H 1.153025 5.419973 -5.704231 -0.030 -0.050 0.023
H 3.160475 2.685847 -4.596819 -0.129 0.353 -0.182
H -2.978864 4.357353 -4.271149 0.119 -0.332 0.151

Record 2
25
Properties=species:S:1:pos:R:3:forces:R:3 method="wB97M-V/def2-TZVPD" gap_ev=9.86 e_tot_ev=-11967.785 e_homo_ev=-9.2510 spin_multiplicity=1 e_above_lowest_kcal_mol=99.5
C -2.218845 -0.447214 -0.366697 2.372 0.166 0.516
C -0.430299 -0.170577 1.825754 -2.663 2.180 -2.981
C 0.598249 -1.261470 -1.635478 -3.026 -1.143 1.834
C 0.377506 -2.293492 0.516857 -2.528 -0.638 0.335
C 1.495013 1.667372 -0.458023 3.073 -4.057 0.258
C -0.829169 2.158458 -0.062691 1.435 1.486 3.084
C -0.115262 -0.018856 0.316526 1.645 -2.564 -0.192
N -3.295251 -0.509227 -0.762833 -1.055 -0.080 -0.333
N 0.679383 -1.067090 -0.172600 -2.343 -0.220 -1.230
N 0.197224 1.162592 -0.314354 -3.456 -1.006 1.314
H 0.414498 -0.418245 2.320975 2.547 -0.733 1.791
H -1.305460 -0.725819 2.061683 -0.157 -1.393 -0.178
H -0.827123 0.768433 2.102367 0.251 1.552 0.661
H -0.026032 -2.135584 -1.975370 0.808 0.618 0.794
H 0.139236 -0.429028 -2.021231 -1.275 2.046 -1.043
H 1.519972 -1.245526 -1.993875 4.157 -0.607 -1.853
H 0.941371 -2.143346 1.388988 0.013 -0.757 1.952
H -0.825171 -2.340423 0.660534 2.732 -0.215 -0.087
H 0.702663 -3.251999 0.095557 0.122 0.705 -0.579
H 2.294292 0.859173 -0.717842 -1.783 1.001 -0.122
H 1.580357 2.399754 -1.152638 -0.157 2.187 -2.360
H 1.971338 2.015591 0.407474 0.088 0.995 2.018
H -1.878190 1.811555 0.077426 1.213 -0.028 0.174
H -0.388688 2.906300 0.775762 -1.526 -1.573 -1.324
H -0.771616 2.708665 -0.916263 -0.488 2.078 -2.448

Record 3
97
Properties=species:S:1:pos:R:3:forces:R:3 method="wB97M-V/def2-TZVPD" gap_ev=9.86 total_charge=+1 e_tot_ev=-564977.727 e_homo_ev=-12.1446 spin_multiplicity=1
C -1.111495 0.735609 -2.213423 0.843 -0.453 -0.012
C 0.225175 1.276986 -1.677144 -0.722 0.188 -0.196
C 0.113129 2.315907 -0.537797 -0.049 -0.791 -0.347
C 0.327114 1.745168 0.864175 -0.308 0.068 -0.469
C -0.820552 0.780057 1.226446 0.901 0.051 0.131
C 1.616201 1.031113 1.042423 0.727 -0.054 0.284
N 2.554687 0.724941 0.144526 -0.594 0.308 -0.019
C 3.487990 0.068938 0.817091 0.196 0.099 -0.044
N 4.607189 -0.399579 0.243828 -0.180 -0.534 0.413
S 5.753479 -1.240560 1.147444 0.768 0.139 0.241
N 3.179996 -0.041934 2.118585 0.455 -0.164 -0.422
N 1.988853 0.590327 2.253822 -0.588 0.370 -0.286
H -1.711157 0.342684 -1.403183 -0.336 0.180 0.002
H -0.851306 -0.111610 -2.841965 -0.138 -0.257 -0.185
H -1.654787 1.417531 -2.854936 -0.184 0.140 0.256
H 0.798983 0.407519 -1.389447 0.270 -0.049 0.200
H 0.750992 1.736381 -2.502118 0.225 -0.042 -0.109
H 0.729594 3.181410 -0.749310 0.359 0.095 0.168
H -0.904355 2.675529 -0.548775 -0.277 0.271 0.167
H 0.342302 2.581382 1.558979 -0.065 0.121 0.285
H -1.769649 1.284913 1.134897 -0.300 0.026 0.033
H -0.774448 -0.074766 0.563152 -0.238 -0.179 -0.204
H -0.676970 0.398207 2.231437 -0.308 -0.029 0.280
H 4.710563 -0.233905 -0.742643 -0.002 -0.076 -0.167
H 5.280691 -2.508045 1.192832 -0.332 0.169 -0.343
H 3.721904 -0.465911 2.859930 -0.163 0.049 0.193
H 1.481827 0.700293 3.121473 0.222 -0.309 0.298
C -4.608722 -0.825377 1.002794 0.068 -0.005 -0.077
Cl -3.571903 -1.501436 2.264581 -0.027 -0.018 0.000
Cl -5.077538 0.830541 1.405925 -0.019 -0.005 0.018
Cl -3.817844 -0.876019 -0.568866 0.018 -0.192 0.223
H -5.510322 -1.424401 0.942318 0.171 0.070 0.046
C -8.023454 -1.078668 2.846337 -0.104 -0.046 0.037
Cl -9.731760 -0.681598 2.974720 0.063 0.041 0.038
Cl -7.446048 -1.897876 4.295676 0.029 0.015 -0.028
Cl -7.730351 -2.077131 1.411582 -0.179 0.040 0.039
H -7.469091 -0.156545 2.734116 0.021 0.015 -0.021
C 1.142896 -1.701443 5.300772 0.023 -0.257 0.141
Cl 0.315953 -0.151757 5.045478 -0.036 0.086 0.040
Cl 2.902386 -1.478803 5.378274 -0.125 0.061 -0.102
Cl 0.556665 -2.486555 6.754325 0.156 0.268 -0.299
H 0.921945 -2.339916 4.454619 0.020 0.042 -0.035
C -12.913468 0.422910 1.343298 -0.016 0.075 -0.041
Cl -14.579105 0.733047 0.861926 0.016 -0.017 0.010
Cl -11.791664 0.872424 0.056687 0.017 -0.023 0.007
Cl -12.521363 1.274881 2.839608 -0.047 -0.008 0.001
H -12.807149 -0.638149 1.524256 0.008 -0.019 0.006
C 7.833965 -1.114358 4.730480 -0.061 -0.326 -0.018
Cl 6.068587 -0.910271 4.640853 0.098 0.219 0.219
Cl 8.259991 -2.084175 6.135031 0.013 0.071 -0.027
Cl 8.429762 -1.863365 3.243879 0.147 0.220 0.029
H 8.303928 -0.140540 4.826987 -0.248 -0.240 -0.028
C -7.021473 0.674205 -2.997881 -0.010 0.086 0.055
Cl -7.592637 2.329199 -3.189713 -0.003 -0.018 -0.004
Cl -5.263809 0.597881 -3.143571 -0.106 0.083 -0.156
Cl -7.565663 0.002180 -1.454488 0.059 -0.032 -0.049
H -7.448171 0.075427 -3.790655 -0.007 -0.022 -0.007
C -0.215129 4.889091 -3.481128 0.087 -0.032 0.115
Cl 0.223140 6.209518 -2.396873 -0.005 -0.007 -0.028
Cl 1.182648 3.877579 -3.836531 0.107 0.084 0.016
Cl -1.498394 3.901658 -2.781080 -0.249 0.521 -0.298
H -0.573264 5.317923 -4.408177 -0.020 -0.028 -0.018
C 2.937202 4.901105 -7.553976 -0.105 -0.109 -0.004
Cl 2.408402 4.441280 -9.167132 0.007 0.121 -0.007
Cl 1.609198 5.627264 -6.644894 0.028 0.196 -0.172
Cl 3.594860 3.507306 -6.690982 0.017 0.011 0.002
H 3.721063 5.639728 -7.650039 0.017 0.011 0.007
C 5.967133 -5.393372 5.260376 -0.145 -0.072 -0.015
Cl 4.725032 -4.660473 6.277529 0.023 0.009 0.018
Cl 5.487614 -7.005120 4.740863 0.021 0.039 0.014
Cl 6.316045 -4.358026 3.871339 -0.013 -0.127 -0.011
H 6.873735 -5.479115 5.844072 0.024 0.025 0.002
C 5.179668 1.754475 -10.759752 -0.069 0.027 -0.048
Cl 3.562546 1.313736 -10.206619 0.094 -0.043 -0.028
Cl 5.148121 2.232391 -12.455550 0.004 -0.009 0.005
Cl 5.870268 3.039154 -9.763027 0.015 -0.028 0.026
H 5.815740 0.885271 -10.666343 0.017 -0.013 0.001
C 11.492381 0.927898 3.569501 0.018 -0.197 -0.069
Cl 11.213430 0.638703 1.854855 -0.002 0.029 0.019
Cl 9.989954 1.419945 4.372596 0.174 0.324 -0.013
Cl 12.170231 -0.495203 4.350181 -0.017 0.024 0.001
H 12.198367 1.741234 3.666259 -0.017 0.038 0.024
C -7.316897 -5.906079 -0.289870 0.040 -0.021 0.087
Cl -6.642945 -7.531332 -0.214344 -0.005 0.028 -0.015
Cl -8.071090 -5.458323 1.237655 -0.029 -0.140 -0.023
Cl -6.071374 -4.728688 -0.732751 -0.002 0.039 -0.032
H -8.077061 -5.891065 -1.058648 -0.004 0.010 -0.024
C -0.390347 2.344923 -11.060161 -0.021 -0.051 -0.040
Cl -2.092981 2.781070 -10.924186 0.017 0.018 0.008
Cl 0.151862 1.481900 -9.619260 -0.044 -0.028 0.063
Cl -0.097678 1.386958 -12.509344 0.020 0.019 0.009
H 0.184817 3.257840 -11.138678 0.011 0.017 0.009
C -0.058405 -3.490295 10.808231 -0.041 -0.044 0.088
Cl -0.367800 -4.018803 9.145745 -0.109 -0.186 0.229
Cl -1.563872 -3.063223 11.613222 0.017 0.015 -0.022
Cl 0.808360 -4.734172 11.701640 0.011 0.018 -0.022
H 0.564927 -2.607562 10.765633 0.010 0.013 -0.022

Record 4
18
Properties=species:S:1:pos:R:3:forces:R:3 method="wB97M-V/def2-TZVPD" gap_ev=10.69 total_charge=+1 e_tot_ev=-11934.665 e_homo_ev=-13.9990 spin_multiplicity=1 e_above_lowest_kcal_mol=44.9
C 1.131008 1.410370 1.242238 -2.535 -1.286 0.957
C -0.785167 0.715044 -0.365393 2.482 0.986 2.333
C -0.317429 0.970045 0.880334 0.492 -0.005 -1.359
C 2.215416 0.223406 -0.475702 2.567 -1.117 -2.079
N -1.931336 -0.138559 -0.510867 -1.922 1.576 -2.451
O 1.949408 1.312460 0.176755 1.716 2.239 -2.335
O -0.833200 -2.431118 -0.374261 0.872 0.535 0.712
O 1.801681 -0.878500 -0.249947 -0.437 -0.125 0.140
H 1.224781 2.407880 1.642637 -0.185 0.254 0.114
H 1.501711 0.681343 1.958221 -0.384 -0.024 0.650
H -0.276050 1.098782 -1.225005 0.113 -0.396 -0.565
H -0.905715 0.703995 1.731103 -0.368 -0.387 0.524
H 3.034036 0.443067 -1.314488 -1.781 -0.287 1.608
H -2.415322 0.075824 -1.459691 1.039 -0.778 1.791
H -2.548804 0.334133 0.149250 -0.706 -1.270 0.421
H -1.635838 -1.209600 -0.434910 0.025 1.132 0.309
H 0.101299 -2.673428 -0.485298 -0.006 0.556 0.195
H -1.310480 -3.045138 -0.884983 -0.984 -1.600 -0.965

Record 5
81
Properties=species:S:1:pos:R:3:forces:R:3 method="wB97M-V/def2-TZVPD" gap_ev=9.48 smiles="O=C1NC(=O)c2c(COO)cccc21.CCOC(=O)OC.CCOC(=O)OC.CCOC(=O)OC.CCOC(=O)OC" e_tot_ev=-60806.671 e_homo_ev=-9.8617 spin_multiplicity=1 e_above_lowest_kcal_mol=0.0
O -1.268660 -4.448249 -0.286460 0.273 -0.208 0.106
C -2.270403 -4.256136 -0.914878 -0.380 0.404 0.087
N -3.020453 -5.216480 -1.586304 0.336 -0.447 -0.395
C -4.132181 -4.683994 -2.237070 0.088 0.596 0.381
O -4.932012 -5.292924 -2.887921 -0.182 -0.348 -0.401
C -4.114658 -3.231572 -1.898348 -0.233 0.496 -0.131
C -4.996478 -2.211200 -2.240777 0.167 -0.008 0.104
C -6.210097 -2.487404 -3.086930 -0.209 -0.217 0.659
O -7.179883 -1.451496 -2.990997 -0.016 -0.012 -0.683
O -8.089259 -1.787627 -1.953271 0.052 0.030 0.492
C -4.710290 -0.935305 -1.742721 0.041 -0.275 0.006
C -3.599250 -0.697255 -0.938127 0.011 -0.187 -0.067
C -2.718726 -1.725386 -0.613992 -0.117 -0.003 0.005
C -3.006605 -2.977171 -1.112358 0.112 0.024 0.113
H -2.601808 -6.081567 -1.892711 -0.177 -0.166 0.261
H -6.668833 -3.407101 -2.736344 -0.022 -0.208 -0.081
H -5.952996 -2.651882 -4.131128 -0.010 0.305 -0.177
H -8.797369 -2.261686 -2.412168 0.055 0.075 -0.210
H -5.383051 -0.124037 -1.972729 -0.088 0.038 -0.037
H -3.421941 0.295712 -0.553887 0.048 0.117 0.002
H -1.855511 -1.566109 0.013062 0.084 0.062 0.047
C 1.719751 2.167582 2.231850 -0.189 0.203 0.039
C 1.268324 1.391740 1.014072 0.455 -0.047 0.109
O -0.122709 1.605760 0.720055 -0.058 -0.061 0.021
C -0.430253 2.753843 0.122504 0.056 -0.230 -0.109
O 0.331188 3.629359 -0.195389 -0.040 0.030 0.074
O -1.747592 2.744048 -0.097538 -0.175 0.047 -0.031
C -2.265800 3.937295 -0.687521 -0.124 0.197 -0.076
H 1.081690 1.939337 3.086890 0.053 -0.089 0.014
H 2.749580 1.910672 2.478593 -0.003 -0.051 -0.028
H 1.663451 3.241249 2.055825 0.051 -0.010 -0.061
H 1.363822 0.323269 1.195963 -0.173 -0.024 -0.046
H 1.871642 1.632322 0.139478 -0.069 0.112 -0.027
H -1.721031 4.199690 -1.591821 0.115 0.007 0.064
H -2.225922 4.756845 0.029032 0.076 0.031 -0.036
H -3.303464 3.743580 -0.944492 0.010 -0.164 0.101
C -4.130858 5.598155 6.541643 0.064 0.221 -0.090
C -3.862961 4.608295 5.428180 -0.084 -0.181 0.360
O -3.763131 5.256717 4.151157 -0.003 -0.030 -0.068
C -2.608300 5.876140 3.914862 -0.071 -0.021 -0.012
O -1.657414 5.917481 4.650929 0.002 0.003 -0.002
O -2.685890 6.446213 2.710045 0.052 0.008 -0.050
C -1.534399 7.218341 2.357721 0.162 0.111 -0.163
H -5.013379 6.197083 6.313140 -0.060 -0.082 0.029
H -4.294852 5.073150 7.482561 -0.018 -0.029 -0.014
H -3.291279 6.279993 6.669668 0.049 -0.067 0.016
H -4.695879 3.914242 5.333830 -0.024 0.051 -0.172
H -2.963454 4.023594 5.619044 0.082 0.108 -0.059
H -0.622981 6.633856 2.461349 -0.015 -0.009 0.109
H -1.479873 8.113505 2.975227 0.061 -0.052 0.068
H -1.650865 7.508640 1.317331 -0.176 -0.063 0.006
C 1.619784 -4.983114 -1.087018 0.347 0.214 -0.148
C 2.082939 -5.966251 -2.138637 -0.083 -0.191 0.446
O 2.235284 -5.336586 -3.422235 0.128 0.023 -0.067
C 3.335451 -4.603769 -3.571556 -0.298 -0.117 -0.289
O 4.206152 -4.445459 -2.754218 -0.022 -0.362 -0.201
O 3.314583 -4.071785 -4.795351 0.005 -0.037 0.115
C 4.409266 -3.196768 -5.075032 0.131 0.128 -0.150
H 0.717196 -4.477567 -1.407495 -0.132 -0.049 0.013
H 1.419832 -5.492719 -0.145998 -0.065 -0.020 -0.018
H 2.380489 -4.221498 -0.912828 0.063 -0.079 0.048
H 1.334719 -6.743714 -2.284740 -0.011 0.059 -0.190
H 3.013906 -6.455417 -1.852155 0.082 0.106 -0.081
H 5.360690 -3.685102 -4.876946 -0.010 0.002 0.087
H 4.324789 -2.286464 -4.483035 0.059 -0.030 0.059
H 4.342879 -2.947896 -6.130137 -0.109 -0.052 0.006
C 7.666006 0.899076 1.992728 -0.087 -0.218 0.028
C 7.398047 1.299576 0.557636 0.114 0.277 0.214
O 7.155588 0.157925 -0.277950 0.055 0.073 -0.045
C 5.941534 -0.378970 -0.173315 0.004 -0.223 -0.108
O 5.047033 0.018900 0.529150 -0.055 0.070 0.034
O 5.886019 -1.437220 -0.981454 0.032 0.221 0.115
C 4.655507 -2.167508 -0.926203 -0.068 -0.193 -0.196
H 8.479322 0.173814 2.039005 0.067 0.077 -0.014
H 7.938510 1.772904 2.584466 0.021 0.019 -0.024
H 6.786424 0.439749 2.441754 -0.041 0.068 -0.019
H 8.274574 1.785474 0.133400 0.011 -0.121 -0.127
H 6.563960 1.997154 0.484889 -0.094 -0.109 0.003
H 3.804445 -1.509561 -1.088573 -0.015 0.110 0.117
H 4.561488 -2.672415 0.033984 -0.047 0.087 0.078
H 4.696888 -2.907915 -1.720266 0.179 0.281 0.265